# 1
14
Properties=species:S:1:pos:R:3:forces:R:3 method="wB97M-V/def2-TZVPD" homo_lumo_gap_ev=8.534 e_tot_ev=-11211.39662 charge=0
C -0.836 -0.221 0.045 1.0728 1.5909 -1.7925
C 1.683 -0.595 0.324 -2.2858 -1.2084 2.3357
C -3.066 -0.075 0.072 1.8754 -1.4289 0.5370
H 0.601 1.382 -0.191 -2.9037 -0.0844 0.1609
H -1.349 1.885 -0.154 3.0787 -1.9544 0.7908
H 0.168 -1.735 -1.024 1.0259 1.7388 1.9675
H 1.410 -0.923 1.602 1.2044 1.9741 -3.6923
H 2.467 -1.363 0.072 -0.7904 1.2891 -0.2459
H 3.061 0.885 -0.709 -4.8130 -0.1741 3.7427
N -0.472 1.203 0.008 -3.4967 -1.4487 -0.0882
N 0.378 -0.908 -0.362 -1.1280 -1.2195 0.2062
N -2.046 -0.873 0.162 6.0297 1.1141 -0.6888
N -4.045 0.471 0.051 -3.9708 2.6413 -0.2849
O 2.045 0.865 0.103 5.1014 -2.8299 -2.9482

---

# 2
13
Properties=species:S:1:pos:R:3:forces:R:3 method="wB97M-V/def2-TZVPD" homo_lumo_gap_ev=7.820 e_tot_ev=-56906.79944 charge=0
C -0.078 -0.594 -0.380 -2.4868 -0.1704 -0.3393
C -0.117 1.127 2.291 -0.3346 1.4761 -0.5894
Si -0.786 0.932 0.493 -1.9020 -1.8705 0.5016
P -3.324 -0.420 0.715 1.9654 1.0429 0.2198
Cl -0.485 2.478 -0.842 -0.2323 -0.0853 0.4836
Cl -4.759 0.949 0.328 -0.5688 0.7662 0.1960
Cl -3.295 -1.222 -1.158 0.1979 -0.5224 -0.5410
H -0.658 -0.832 -1.354 1.6496 0.8399 1.2968
H 0.950 -0.421 -0.343 1.9622 0.3462 -1.2263
H -0.139 -1.520 0.175 -0.5718 -0.1942 0.6371
H 0.377 2.088 2.570 -0.1910 -0.6506 -0.6981
H -0.815 0.969 3.117 -0.2091 -0.3811 -0.4524
H 0.611 0.346 2.247 0.7213 -0.5967 0.5119

---

# 3
83
Properties=species:S:1:pos:R:3:forces:R:3 method="wB97M-V/def2-TZVPD" homo_lumo_gap_ev="4.623 / 6.465" e_tot_ev=-85110.92438 multiplicity=2 charge=+2
V -1.094 1.401 -2.524 0.6151 -0.3099 1.8688
C -2.042 1.717 -4.168 -1.3463 -0.9281 -1.0096
C -2.078 0.286 -3.965 -0.8092 0.4783 -0.2033
C -1.136 -0.694 -4.554 0.8417 -0.1051 -1.0194
C 0.319 -0.175 -4.489 0.4604 -1.5308 -1.2098
C 0.648 0.606 -3.253 0.4005 0.1445 -0.7430
C 0.723 2.046 -3.233 2.2384 -0.6167 1.1437
C 0.297 2.873 -4.361 -0.0213 0.8156 -1.0200
C -1.026 2.409 -5.016 0.2258 1.4568 -1.2663
C 1.703 0.912 1.980 -0.6004 -0.2468 0.9380
H -3.057 2.160 -4.076 0.9693 0.0241 -0.3000
H -3.113 -0.070 -3.910 0.3233 -0.0456 0.6257
H -1.365 -0.904 -5.598 -0.1934 0.1936 -0.3390
H -1.227 -1.700 -4.125 0.0290 0.3255 0.5133
H 0.960 -1.079 -4.469 -0.1889 0.4016 -0.1750
H 0.635 0.353 -5.428 -0.4507 -0.3177 0.8615
H 1.476 0.124 -2.754 0.0021 0.4266 0.3198
H 1.742 2.380 -2.907 -1.3484 -0.0919 0.7409
H 1.126 2.832 -5.090 -0.4699 0.0729 -0.1572
H 0.246 3.940 -4.076 -0.1042 -0.4684 0.0301
H -1.512 3.344 -5.306 0.0636 -0.2300 -0.5699
H -0.756 1.833 -5.914 -0.5465 0.2129 0.2649
H 0.667 1.235 1.776 0.7632 0.1844 0.3527
H 2.400 1.752 2.163 -0.3229 -0.5191 -0.4443
H 1.647 0.301 2.899 0.0497 0.3068 -0.5939
P 2.123 -0.152 0.631 2.1520 0.8231 -1.1903
P -1.427 -0.866 1.405 -1.8712 2.2274 0.2303
N 3.161 0.852 -0.292 -1.0266 -0.1186 -0.0692
N 3.076 -1.458 1.096 0.1166 0.2986 0.8675
N -2.004 0.533 0.368 1.8006 -1.1220 0.2640
N -2.850 -1.840 1.426 0.8095 -0.5895 0.7992
C 0.735 -0.540 -0.483 -0.7212 -0.2427 0.4129
C -0.404 -1.471 0.005 1.1718 -0.6256 0.7748
C 2.990 2.241 -0.428 0.8221 0.7337 -0.0467
C 3.946 2.721 -1.302 -0.8437 -0.7467 0.1923
C 4.637 1.580 -1.831 -0.5229 -0.7491 0.4284
C 4.113 0.454 -1.231 0.5148 0.4134 -0.0282
C 4.170 -1.359 2.011 0.4554 -1.1463 0.1596
C 4.739 -2.621 2.166 -1.1601 1.5136 -0.5795
C 3.972 -3.528 1.362 -0.6169 0.6741 -0.3180
C 2.968 -2.811 0.748 0.6030 -0.5257 0.3445
C -1.375 1.786 0.264 -1.8889 0.2927 -0.6715
C -2.025 2.565 -0.717 -1.2900 -1.7167 0.7454
C -2.938 1.676 -1.425 0.5861 -0.5492 2.0116
C -2.652 0.368 -0.906 -0.9702 1.5663 0.2610
C -3.750 -2.323 0.440 -0.7418 -0.1358 -0.1922
C -4.797 -3.000 1.040 1.2659 0.5500 0.0145
C -4.495 -3.082 2.446 1.1630 0.9429 -0.2511
C -3.300 -2.396 2.645 -1.4809 -0.7690 0.0975
H 1.179 -1.010 -1.388 -0.2764 0.4522 0.6933
H 0.258 0.476 -0.772 1.1847 -1.3883 0.3777
H -1.123 -1.597 -0.822 -0.0901 0.2606 0.0462
H -0.019 -2.465 0.248 -0.0374 0.0054 0.0420
H 2.221 2.780 0.119 0.3161 -0.1745 -0.0922
H 4.103 3.756 -1.599 -0.1350 -0.3466 0.2112
H 5.420 1.573 -2.576 -0.0536 0.0422 0.1455
H 4.356 -0.594 -1.293 0.2226 0.0490 -0.1510
H 4.418 -0.433 2.515 -0.0236 -0.0339 -0.3404
H 5.596 -2.881 2.779 -0.2283 0.2111 -0.1098
H 4.161 -4.590 1.277 -0.1989 0.1582 -0.0851
H 2.136 -3.117 0.154 -0.0665 -0.3027 -0.4082
H -0.799 2.107 1.087 0.5118 0.6377 0.4922
H -2.148 3.624 -0.691 0.6474 0.6158 -0.3000
H -3.715 1.905 -2.144 0.1790 0.1335 0.3306
H -3.256 -0.492 -1.064 -0.1457 -0.1939 -0.2777
H -3.537 -2.194 -0.612 -0.1972 0.0072 0.2747
H -5.685 -3.397 0.544 0.5581 0.0901 0.0949
H -5.104 -3.590 3.197 0.4566 0.2664 -0.2549
H -2.694 -2.345 3.530 -0.1725 0.2526 -0.1503
C -1.855 0.789 4.894 -0.2015 -0.1494 -0.1018
C -0.815 -0.232 4.459 0.1253 0.2777 1.1843
C 0.531 0.255 4.969 0.6256 0.4051 -0.0356
C -0.962 -1.621 5.030 -0.4100 -0.3717 0.1745
O -0.804 -0.294 2.920 -0.8431 -1.0365 -3.3339
H -1.912 0.776 5.993 0.0121 -0.0631 -0.3013
H -2.849 0.544 4.506 0.1344 0.1613 0.0073
H -1.543 1.806 4.604 -0.2753 -0.4260 -0.0503
H 0.482 0.297 6.073 -0.1526 -0.0800 -0.5384
H 1.349 -0.438 4.737 -0.1047 0.1135 -0.0287
H 0.777 1.275 4.658 0.0057 -0.1652 -0.1455
H -2.007 -1.919 5.087 0.1169 -0.2371 -0.0749
H -0.339 -2.332 4.466 -0.3673 0.1025 0.1855
H -0.612 -1.633 6.072 -0.0228 0.0942 -0.3456

---

# 4
9
Properties=species:S:1:pos:R:3:forces:R:3 method="wB97M-V/def2-TZVPD" homo_lumo_gap_ev=9.210 smiles=Sc1ocnc1Cl e_tot_ev=-30037.82233 charge=0
S 1.210 -0.285 1.718 0.3273 0.1051 1.6666
C 0.557 -0.232 0.170 -0.2404 0.0092 -1.9498
O 1.366 -0.666 -0.828 1.3230 -0.3654 0.0846
C 0.685 -0.515 -1.983 0.2983 -0.6067 0.9288
N -0.491 -0.079 -1.803 -1.0679 0.8895 -0.2218
C -0.573 0.156 -0.446 -0.2482 -0.1008 0.0988
Cl -1.894 0.857 0.345 -0.5529 0.1534 0.0130
H 0.136 0.291 2.295 0.1636 -0.0974 -0.0909
H 1.198 -0.870 -2.847 -0.0028 0.0132 -0.5294

---

# 5
11
Properties=species:S:1:pos:R:3:forces:R:3 method="wB97M-V/def2-TZVPD" homo_lumo_gap_ev=9.991 smiles="C#CC(=O)C#CC" e_tot_ev=-8330.10193 charge=0
C -1.817 2.119 -1.119 -0.0049 -0.4811 0.0594
C -1.789 0.927 -0.949 -0.0821 0.6021 -0.1215
C -1.649 -0.504 -0.687 -0.2233 -0.2392 -0.0321
O -2.523 -1.312 -0.910 0.3965 0.3369 0.0772
C -0.351 -0.803 -0.112 0.5044 0.0024 0.2504
C 0.742 -0.819 0.400 -0.4665 0.0762 -0.1949
C 2.050 -0.726 1.037 0.0476 -0.0157 0.0294
H -1.841 3.177 -1.269 -0.0409 -0.1834 0.0033
H 2.267 -1.599 1.657 -0.0483 0.0778 -0.0979
H 2.073 0.167 1.668 0.0402 -0.1293 -0.0560
H 2.838 -0.627 0.284 -0.1228 -0.0466 0.0827

---

# 6
18
Properties=species:S:1:pos:R:3:forces:R:3 method="wB97M-V/def2-TZVPD" homo_lumo_gap_ev=10.059 smiles="C/C=C/C.O.O" e_tot_ev=-8436.36377 charge=0
C -1.155 1.284 -0.946 -1.7951 0.1694 0.6971
C -0.046 0.483 -0.358 0.6016 1.2011 -2.3455
C -0.236 -0.413 0.553 -0.8903 -0.5823 1.6178
C 0.741 -1.228 1.259 1.7075 0.1077 -0.0591
H -1.805 1.799 -0.178 0.7751 -0.5304 -0.5859
H -0.690 2.045 -1.529 -0.1781 0.6677 -0.7665
H -1.880 0.676 -1.545 0.7504 0.5203 0.1859
H 0.914 0.703 -0.876 -0.4095 -0.5777 0.9064
H -1.227 -0.489 0.995 -0.3034 -0.0023 -0.2980
H 1.773 -0.959 0.991 -0.2798 0.1129 0.2104
H 0.658 -2.259 1.008 -0.3273 -1.0945 -0.0231
H 0.598 -1.114 2.325 0.1391 -0.1322 0.3633
O 2.108 1.613 1.242 2.2383 0.8003 -0.0913
H 2.867 2.066 1.706 -1.5903 -0.7616 -0.5222
H 1.355 1.576 1.814 -0.4603 0.1285 0.6674
O -1.617 -1.788 -2.378 -3.3875 -1.9473 -2.8291
H -1.325 -2.661 -2.191 -0.0280 -1.5337 -0.0972
H -1.034 -1.335 -1.893 3.4376 3.4541 2.9695